Below is C26H38Cl3N12NaS2Si as an isolated structure, with properties calculated with ωB97M-V/def2-TZVPD.

Structure (XYZ):
```
83
Properties=species:S:1:pos:R:3:lowdin_charge:R:1
Cl 0.021 -8.037 1.275 -0.125
Cl 2.623 -6.005 1.392 -0.083
Cl 0.892 -6.286 -1.401 -0.082
S -1.083 2.627 -0.082 0.533
S 3.044 3.497 2.349 0.472
Si 0.515 -5.957 0.745 -0.472
Na 1.213 1.520 1.274 0.034
N 3.540 5.504 0.714 -0.063
N -3.544 -1.406 -0.919 -0.084
N 2.005 -0.314 -0.274 0.130
N -3.471 2.848 1.000 -0.059
N 2.886 2.252 -0.352 0.013
N 3.229 3.567 -0.408 -0.020
N -1.169 -1.921 -0.893 -0.073
N 1.462 -0.302 3.001 0.108
N -2.130 -0.767 -2.802 -0.079
N -0.976 0.718 2.206 0.020
N -2.199 1.304 2.065 -0.027
N -2.647 -3.121 -2.404 -0.087
C 2.633 -0.930 3.062 -0.136
C -2.182 -0.871 3.633 -0.046
C 3.081 -0.742 -2.361 -0.036
C -3.776 -2.692 -1.576 -0.195
C 3.262 4.154 0.774 -0.883
C 3.399 6.266 -0.510 -0.284
C 1.777 -1.616 -0.162 -0.123
C 1.604 -3.060 3.299 -0.095
C -2.263 2.196 1.091 -0.877
C 3.458 2.154 -2.745 -0.050
C -2.402 -2.073 -3.399 -0.194
C -1.458 -3.200 -1.534 -0.186
C 0.380 -2.416 3.253 -0.033
C 2.761 -2.302 3.210 -0.070
C 2.989 1.578 -1.437 -0.279
C -0.956 -0.323 2.956 -0.291
C 4.654 6.239 -1.375 -0.113
C -4.667 2.400 1.680 -0.279
C 0.344 -1.028 3.093 -0.235
C 2.666 0.130 -1.357 -0.220
C 2.838 -2.103 -2.225 -0.071
C 2.182 -2.560 -1.099 -0.061
C -2.328 -1.528 -0.097 -0.169
C -3.270 -0.401 -1.954 -0.180
C -5.334 1.200 1.014 -0.099
C -0.954 -0.903 -1.923 -0.171
H -3.957 -3.452 -0.812 0.120
H 3.738 -2.766 3.221 0.099
H -3.051 0.555 -1.473 0.103
H -4.666 -2.610 -2.208 0.114
H -4.393 2.149 2.703 0.094
H -5.652 1.446 -0.003 0.064
H 1.656 -4.140 3.360 0.061
H 3.168 7.297 -0.227 0.102
H -2.729 -0.047 4.092 0.067
H 2.554 5.880 -1.087 0.103
H -5.361 3.246 1.719 0.099
H 3.365 5.969 1.587 0.075
H -2.498 -2.286 0.674 0.123
H -1.925 -1.610 4.391 0.064
H -0.756 0.057 -1.444 0.083
H -0.537 -2.988 3.277 0.105
H -1.623 -3.959 -0.767 0.093
H -3.283 -1.991 -4.044 0.113
H -0.598 -3.508 -2.132 0.105
H 1.970 -3.611 -0.949 0.053
H 4.505 1.899 -2.941 0.078
H 3.507 -0.293 2.965 0.111
H -4.638 0.363 0.951 0.047
H 1.228 -1.931 0.716 0.092
H -4.160 -0.296 -2.584 0.117
H 3.377 3.237 -2.703 0.051
H -6.214 0.879 1.578 0.061
H 5.505 6.653 -0.831 0.061
H -0.088 -1.191 -2.527 0.119
H -1.545 -2.367 -4.011 0.120
H -2.132 -0.567 0.380 0.097
H 4.507 6.822 -2.290 0.058
H 2.860 1.771 -3.574 0.072
H 4.882 5.209 -1.646 0.051
H 3.165 -2.797 -2.990 0.103
H -3.571 3.379 0.152 0.081
H -2.864 -1.325 2.909 0.069
H 3.605 -0.365 -3.228 0.093
```

F_max: 0.002 hartree/bohr
LUMO: 3.708 eV
HOMO energy: -2.6 eV
charge: -2
multiplicity: 1
energy above the lowest of the compared OMol25 structures with the same formula, charge and spin: 0.0087 eV
E: -4299.6717 a.u.